ORCA calculation (wB97M-V/def2-TZVPD) on a 7-piece molecular cluster, C6H27NO8 overall.

Energy relative to the best compared isomer or geometry (same formula, charge and spin) ... 329.43 kJ/mol
SMILES ... COC[C@H](C)N.OCCO.O.O.O.O.O
Energy ... -901.40178 Eh
Lowest unoccupied orbital energy ... 0.134 eV
HOMO ... -0.345 Eh
M ... 241.28 g mol⁻¹

Last columns: bonded neighbours and bond lengths (Å).
Element x y z (Å)
1 C 19.40933 -15.34779 -4.19895  O2 1.401, H7 1.090, H8 1.090, H9 1.090
2 O 20.50520 -15.86788 -4.90048  C1 1.401, C3 1.421
3 C 20.97071 -17.11892 -4.41204  O2 1.421, C4 1.481, H10 1.090, H11 1.090
4 C 22.08031 -17.65449 -5.23329  C3 1.481, C5 1.567, N6 1.491, H12 1.090
5 C 22.62250 -18.95186 -4.54272  C4 1.567, H13 1.090, H14 1.090, H15 1.090
6 N 23.24592 -16.73012 -5.32668  C4 1.491, H16 1.010, H17 1.010
7 H 19.71601 -15.26428 -3.15632  C1 1.090
8 H 18.62061 -16.10006 -4.20968  C1 1.090
9 H 19.06023 -14.41776 -4.64759  C1 1.090
10 H 21.36278 -16.95294 -3.40864  C3 1.090
11 H 20.16059 -17.84817 -4.41220  C3 1.090
12 H 21.71302 -17.76171 -6.25393  C4 1.090
13 H 22.99802 -18.75016 -3.53952  C5 1.090
14 H 23.42711 -19.47721 -5.05720  C5 1.090
15 H 21.86171 -19.71929 -4.40008  C5 1.090
16 H 22.97692 -15.97721 -5.94383  N6 1.010
17 H 24.04084 -17.08515 -5.83869  N6 1.010
18 O 14.68164 -11.93112 -3.13105  C19 1.416, H22 0.960
19 C 15.86048 -12.59745 -3.54498  O18 1.416, C20 1.485, H23 1.090, H24 1.090
20 C 16.14211 -12.42987 -4.99291  C19 1.485, O21 1.388, H25 1.090, H26 1.090
21 O 15.42713 -13.31087 -5.79278  C20 1.388, H27 0.960
22 H 13.84875 -12.36675 -3.32631  O18 0.960
23 H 16.75116 -12.17129 -3.08325  C19 1.090
24 H 15.91852 -13.65505 -3.28770  C19 1.090
25 H 17.19660 -12.33035 -5.25026  C20 1.090
26 H 15.78303 -11.44959 -5.30629  C20 1.090
27 H 14.64794 -12.81392 -6.05263  O21 0.960
28 O 15.24175 -14.73977 -1.08321  H29 0.957, H30 0.957
29 H 15.19459 -13.82144 -0.81733  O28 0.957
30 H 16.17471 -14.90131 -1.22372  O28 0.957
31 O 17.80447 -14.69907 -1.02211  H32 0.957, H33 0.957
32 H 18.36920 -14.09587 -1.50528  O31 0.957
33 H 17.92605 -14.45812 -0.10375  O31 0.957
34 O 17.99813 -17.18985 1.76039  H35 0.957, H36 0.957
35 H 18.65743 -17.77405 1.38587  O34 0.957
36 H 18.25421 -16.31687 1.46280  O34 0.957
37 O 18.28938 -14.51407 1.55333  H38 0.957, H39 0.957
38 H 18.62757 -13.79139 2.08210  O37 0.957
39 H 17.38080 -14.61450 1.83727  O37 0.957
40 O 19.58053 -12.82046 -2.14389  H41 0.957, H42 0.957
41 H 19.28049 -11.94852 -2.40067  O40 0.957
42 H 20.16611 -13.09072 -2.85120  O40 0.957

---

ORCA calculation (wB97M-V/def2-TZVPD) on a 8-piece molecular cluster, C6H27NO8 overall.

Energy relative to the best compared isomer or geometry (same formula, charge and spin) ... 436.02 kJ/mol
SMILES ... NCCC/C=C/CO.O.O.O.O.O.O.O
Energy ... -901.36119 Eh
Lowest unoccupied orbital energy ... 0.167 eV
HOMO ... -0.336 Eh
M ... 241.28 g mol⁻¹

Last columns: bonded neighbours and bond lengths (Å).
Element x y z (Å)
1 N -0.84684 -4.00752 2.13205  C2 1.513, H9 0.952, H10 1.030
2 C 0.53352 -3.92137 1.51953  N1 1.513, C3 1.658, H11 1.124, H12 1.035
3 C 0.92687 -2.31459 1.40656  C2 1.658, C4 1.559, H13 1.079, H14 1.106
4 C -0.19433 -1.24023 1.27355  C3 1.559, C5 1.562, H15 1.098, H16 1.031
5 C -0.75581 -1.39179 -0.17661  C4 1.562, C6 1.324, H17 1.100
6 C -1.00280 -0.30056 -0.88426  C5 1.324, C7 1.518, H18 1.086
7 C -1.52253 -0.25541 -2.31017  C6 1.518, O8 1.455, H19 1.103, H20 1.174
8 O -0.79124 0.68851 -3.14147  C7 1.455, H21 0.952
9 H -0.93809 -3.34686 2.81110  N1 0.952
10 H -1.59012 -3.84471 1.43765  N1 1.030
11 H 1.28813 -4.47926 2.13899  C2 1.124
12 H 0.59645 -4.24195 0.53768  C2 1.035
13 H 1.66965 -2.37390 0.62586  C3 1.079
14 H 1.41245 -2.19734 2.39342  C3 1.106
15 H 0.28647 -0.26133 1.39695  C4 1.098
16 H -0.84609 -1.33973 2.06620  C4 1.031
17 H -0.80806 -2.46504 -0.41195  C5 1.100
18 H -0.86230 0.67485 -0.42848  C6 1.086
19 H -1.44367 -1.27754 -2.71756  C7 1.103
20 H -2.57039 0.21220 -2.55840  C7 1.174
21 H 0.14707 0.64109 -2.98532  O8 0.952
22 O 1.63593 1.60989 1.75553  H23 1.030, H24 0.929
23 H 1.46237 1.02840 2.58730  O22 1.030
24 H 2.55493 1.72184 1.82752  O22 0.929
25 O 1.98892 0.00541 -1.27665  H26 1.009, H27 1.010
26 H 2.28146 0.89649 -1.64988  O25 1.009
27 H 1.77812 0.35301 -0.35226  O25 1.010
28 O -1.49827 2.89295 -1.67709  H29 0.927, H30 0.988
29 H -2.25980 3.15686 -2.13586  O28 0.927
30 H -1.17518 2.08164 -2.13992  O28 0.988
31 O 1.25759 3.03602 -1.47423  H32 0.966, H33 0.937
32 H 0.36342 3.28899 -1.21151  O31 0.966
33 H 1.37499 3.29373 -2.36783  O31 0.937
34 O -4.44321 1.69831 0.09455  H35 0.889, H36 0.972
35 H -4.13979 1.26046 0.80570  O34 0.889
36 H -3.77880 2.29601 -0.28642  O34 0.972
37 O -1.34456 3.15679 1.83847  H38 0.903, H39 0.889
38 H -1.15747 4.00678 2.07995  O37 0.903
39 H -0.67418 2.62114 2.06933  O37 0.889
40 O 4.60442 -0.18467 -0.56010  H41 1.058, H42 0.951
41 H 4.78580 -0.99519 -1.21521  O40 1.058
42 H 3.69495 -0.18238 -0.83672  O40 0.951